Below is the ion CH7N3O4 with charge +2, with properties calculated with ωB97M-V with the def2-TZVPD basis set.

The geometry in XYZ format:
```
15
Properties=species:S:1:pos:R:3:lowdin_charge:R:1
N 0.08951 -3.23348 1.68657 0.297
N 0.02038 -2.59746 0.55464 -0.171
O -0.04835 -2.86007 -0.58838 0.306
O 0.26007 -1.19365 1.00576 0.052
O 0.63485 -0.23452 0.11032 0.022
O -0.42828 0.47302 -0.54191 -0.043
C -0.49084 1.90238 -0.33961 -0.071
N 0.20144 2.49791 -1.54124 0.290
H -0.05318 -4.28630 1.92262 0.260
H 0.26153 -2.68956 2.51261 0.169
H 0.06164 2.17541 0.65037 0.197
H -1.57229 2.18518 -0.15914 0.184
H -0.06417 2.03564 -2.37786 0.175
H -0.02530 3.44856 -1.61244 0.165
H 1.15300 2.37693 -1.28230 0.169
```

Electronic energy ... -506.50353 Eh
F_max ... 3.356 eV Å⁻¹
Charge ... +2
E_HOMO ... -20.059 eV
SMILES string ... N[N+](=O)OOOC[NH3+]
Energy above the lowest of the compared OMol25 structures with the same formula, charge and spin ... 0.4073 eV

***

Below is a cluster of 3 separate species, C20H28N3O6PS in total, with properties calculated with ωB97M-V with the def2-TZVPD basis set.

The geometry in XYZ format:
```
59
Properties=species:S:1:pos:R:3:lowdin_charge:R:1
C 6.86332 -1.36562 -0.45700 -0.147
N 6.18706 -0.09004 -0.00206 -0.151
C 4.71501 -0.04814 -0.34736 -0.139
C 3.76023 -0.55756 0.92605 -0.227
O 3.27763 0.36500 1.76488 -0.005
O 3.56993 -2.01193 1.03738 -0.175
C 2.16175 -2.40751 0.87068 -0.451
C 1.40803 -1.76317 -0.43506 -0.177
C 0.36816 -0.53101 -0.08972 -0.341
C 0.99391 0.97208 -0.47322 -0.092
C -0.91959 -0.71914 -1.14066 -0.119
P 2.20124 -4.33100 0.56177 0.419
S 3.63279 -4.58033 -0.78950 0.047
H 7.68035 -1.75876 0.30157 0.091
H 6.13680 -2.25186 -0.69608 0.077
H 7.43726 -1.09058 -1.46682 0.095
H 6.59994 0.75535 -0.47842 0.109
H 4.50424 -0.80546 -1.21491 0.120
H 4.38648 1.05394 -0.56480 0.133
H 1.61757 -2.14231 1.89837 0.146
H 0.75224 -2.64281 -0.90529 0.095
H 2.14154 -1.43348 -1.30790 0.135
H 0.03376 -0.53702 1.03734 0.127
H 0.29430 1.52151 -1.26800 0.077
H 0.88003 1.60905 0.52782 0.093
H 2.10451 0.92524 -0.83949 0.060
H -1.70874 0.12884 -0.90895 0.070
H -1.35102 -1.80153 -1.02234 0.080
H -0.46962 -0.49140 -2.20929 0.097
H 2.65427 -5.06650 1.72802 -0.017
H 0.97747 -4.83581 -0.00577 -0.015
O -3.81204 0.76481 1.38082 0.052
N -3.31839 -0.22404 1.94313 -0.319
O -3.08816 -1.30629 1.38478 0.050
C -2.98886 -0.10618 3.36861 -0.144
C -3.26711 1.08730 4.04900 0.002
C -2.97375 1.18508 5.41054 -0.064
C -2.40416 0.10270 6.08296 -0.070
C -2.11844 -1.08103 5.40051 -0.066
C -2.40997 -1.19168 4.03947 -0.003
H -3.71093 1.93975 3.53938 0.119
H -3.19213 2.10484 5.94896 0.110
H -2.18239 0.18173 7.14587 0.109
H -1.67179 -1.91915 5.93090 0.109
H -2.18421 -2.12207 3.52260 0.117
O -1.02993 4.57882 -5.03434 0.060
N -1.31841 4.11390 -3.92153 -0.326
O -0.71528 4.38044 -2.87213 0.057
C -2.44829 3.18029 -3.84272 -0.144
C -3.13518 2.82168 -5.01078 -0.002
C -4.19363 1.91448 -4.93294 -0.069
C -4.56384 1.37551 -3.69982 -0.070
C -3.88478 1.74245 -2.53670 -0.067
C -2.82279 2.64663 -2.60239 -0.006
H -2.85888 3.23271 -5.97932 0.118
H -4.72866 1.62475 -5.83480 0.108
H -5.38616 0.66419 -3.64492 0.108
H -4.18116 1.32031 -1.57900 0.101
H -2.30159 2.92003 -1.68733 0.116
```

Electronic energy ... -2133.75327 Eh
F_max ... 8.592 eV Å⁻¹
Charge ... 0
E_HOMO ... -8.467 eV
SMILES string ... CNCC(=O)O[C@@H](CC(C)C)[PH2]=S.O=[N+]([O-])c1ccccc1.O=[N+]([O-])c1ccccc1

***

Below is a cluster of 10 separate species, C49H48F7NO2 in total, with properties calculated with ωB97M-V with the def2-TZVPD basis set.

The geometry in XYZ format:
```
107
Properties=species:S:1:pos:R:3:lowdin_charge:R:1
F -3.12349 -0.10798 -0.43809 0.042
C -4.14747 0.40845 -1.15000 -0.294
C -5.19701 1.01684 -0.48688 -0.017
C -6.31356 1.43438 -1.20170 -0.077
C -6.40922 1.13872 -2.54914 -0.092
C -5.34416 0.52113 -3.19662 -0.086
C -4.19532 0.19679 -2.52061 -0.023
H -5.16816 1.13338 0.59052 0.106
H -7.11056 1.94632 -0.67988 0.109
H -7.26129 1.44312 -3.14294 0.103
H -5.44418 0.28279 -4.24850 0.108
H -3.32357 -0.21317 -3.01734 0.118
F 4.80656 1.04169 -6.23937 0.063
C 4.76081 1.80263 -5.13708 -0.288
C 5.49290 2.98184 -5.08818 -0.014
C 5.44795 3.74974 -3.93228 -0.081
C 4.69477 3.34146 -2.84148 -0.109
C 4.00215 2.14223 -2.88728 -0.085
C 4.02135 1.36812 -4.05260 -0.003
H 6.07787 3.27404 -5.94925 0.116
H 5.96408 4.70022 -3.91333 0.105
H 4.70390 3.90820 -1.91825 0.104
H 3.48274 1.72181 -2.03867 0.077
H 3.51130 0.41518 -4.01477 0.117
F -4.87610 1.46682 3.06018 0.052
C -3.61391 1.46949 3.53048 -0.289
C -3.07422 2.65562 3.96781 -0.021
C -1.77232 2.61132 4.46338 -0.079
C -1.03291 1.43403 4.47617 -0.085
C -1.64488 0.25644 4.05557 -0.091
C -2.94439 0.26702 3.56778 -0.020
H -3.59708 3.59850 3.92960 0.112
H -1.33231 3.50278 4.89399 0.106
H -0.01399 1.43041 4.83519 0.101
H -1.09747 -0.66758 4.19836 0.103
H -3.46193 -0.62881 3.25186 0.113
F 1.21369 -5.83236 -3.97967 0.071
C 0.24695 -5.08861 -3.43627 -0.295
C 0.53301 -4.08332 -2.53397 -0.016
C -0.48218 -3.29877 -2.02961 -0.066
C -1.81004 -3.50702 -2.40721 -0.089
C -2.09016 -4.50476 -3.34936 -0.083
C -1.06812 -5.31834 -3.81616 -0.021
H 1.59549 -3.93932 -2.36098 0.119
H -0.25069 -2.51987 -1.31550 0.080
H -2.64937 -3.07598 -1.88075 0.085
H -3.10307 -4.62420 -3.70814 0.103
H -1.30099 -6.08116 -4.55007 0.114
F -0.44303 -4.60038 3.09551 0.050
C -1.43779 -4.71781 2.18931 -0.290
C -1.61604 -5.93934 1.56784 -0.012
C -2.53379 -6.05462 0.53257 -0.058
C -3.35435 -4.95369 0.23757 -0.109
C -3.19609 -3.76758 0.89617 -0.088
C -2.22298 -3.62860 1.89735 -0.018
H -1.00673 -6.78816 1.84900 0.119
H -2.60384 -6.98121 -0.01721 0.106
H -4.09910 -5.05596 -0.54187 0.106
H -3.77748 -2.89731 0.61712 0.105
H -2.09860 -2.66977 2.38155 0.093
F -4.44773 3.96683 -2.38890 0.081
C -3.89827 4.29456 -1.22553 -0.297
C -2.82613 3.56545 -0.75802 -0.024
C -2.33949 3.86483 0.50477 -0.091
C -2.88067 4.84855 1.30312 -0.103
C -3.89583 5.64772 0.77214 -0.076
C -4.39037 5.38577 -0.49679 -0.009
H -2.50355 2.74165 -1.38397 0.115
H -1.44367 3.34834 0.83863 0.098
H -2.38436 5.10060 2.22957 0.099
H -4.19570 6.52823 1.32465 0.104
H -5.16222 6.00259 -0.93761 0.114
F 5.74076 -3.94160 5.48130 0.069
C 5.18812 -3.13386 4.57289 -0.299
C 3.93423 -2.60876 4.82046 -0.025
C 3.36632 -1.64843 3.99764 -0.074
C 4.12332 -1.17849 2.92545 -0.104
C 5.34883 -1.76000 2.62435 -0.076
C 5.89263 -2.73368 3.45067 -0.015
H 3.39314 -2.95282 5.69631 0.116
H 2.37818 -1.25493 4.18525 0.099
H 3.73793 -0.36288 2.33064 0.087
H 5.88805 -1.50609 1.72225 0.098
H 6.85831 -3.19584 3.28391 0.117
C 0.74094 -1.70890 0.97146 -0.072
C -0.22429 -0.72964 0.80239 -0.070
C 0.12851 0.44714 0.15666 -0.117
N 1.34219 0.67776 -0.33843 0.055
C 2.25666 -0.29403 -0.18776 -0.127
C 2.00675 -1.50390 0.44367 -0.065
H 0.50348 -2.53163 1.63564 0.100
H -1.18396 -0.83314 1.28740 0.076
H -0.53018 1.30621 0.07075 0.096
H 3.23274 -0.04729 -0.58618 0.085
H 2.79936 -2.23318 0.52476 0.110
C 6.42983 1.11723 -0.55687 -0.124
O 5.30134 0.82230 0.29414 -0.148
H 6.35718 2.17499 -0.80753 0.068
H 7.39705 0.84296 -0.13674 0.076
H 6.27636 0.56120 -1.48505 0.077
H 4.98047 1.67421 0.59882 0.075
C 1.35624 4.30755 -0.94711 -0.184
O 2.08227 3.44267 -0.10629 -0.151
H 1.17019 5.27381 -0.46121 0.077
H 1.89276 4.57550 -1.86582 0.068
H 0.34291 3.97432 -1.20301 0.064
H 1.94778 2.55033 -0.49075 0.016
```

Electronic energy ... -2800.20928 Eh
F_max ... 1.545 eV Å⁻¹
Charge ... 0
E_HOMO ... -9.101 eV
SMILES string ... Fc1ccccc1.Fc1ccccc1.Fc1ccccc1.Fc1ccccc1.Fc1ccccc1.Fc1ccccc1.Fc1ccccc1.c1ccncc1.CO.CO
Energy above the lowest of the compared OMol25 structures with the same formula, charge and spin ... 0.3337 eV

***

Below is a structure of composition C31H34N2PtSbSe4Si, with properties calculated with ωB97M-V with the def2-TZVPD basis set.

The geometry in XYZ format:
```
74
Properties=species:S:1:pos:R:3:lowdin_charge:R:1
Pt -1.01649 -0.37811 -0.38631 0.925
C 0.69903 -1.19734 -1.13217 -0.302
Si 1.74197 -0.92971 0.39433 0.606
C 0.54828 -1.45810 1.77792 -0.182
N -0.85185 -1.67725 1.23780 -0.325
C -1.95011 -1.04071 2.05582 -0.180
C -2.78820 -2.02087 2.86308 -0.171
C -1.85684 -3.05488 3.49359 -0.165
C -1.16675 -3.88243 2.39489 -0.156
C -1.11794 -3.13802 1.05899 -0.212
C 2.04552 0.89760 0.52150 -0.290
C 2.36579 1.47049 1.75889 -0.096
C 2.60331 2.83367 1.88085 -0.068
C 2.53834 3.64913 0.75615 -0.068
C 2.24440 3.09929 -0.48429 -0.071
C 2.00024 1.73539 -0.59714 -0.106
C 3.32112 -1.86679 0.60518 -0.247
C 3.30464 -3.22885 0.93221 -0.099
C 4.48275 -3.93503 1.12255 -0.074
C 5.70341 -3.28423 0.98736 -0.071
C 5.74382 -1.93671 0.65838 -0.070
C 4.56072 -1.23112 0.46830 -0.081
H 0.48526 -2.23763 -1.38175 0.012
H 1.03092 -0.67587 -2.02982 0.020
H 0.51471 -0.67175 2.53423 0.086
H 0.88476 -2.36226 2.28888 0.081
H -2.62259 -0.49286 1.37022 0.093
H -1.49601 -0.30261 2.71259 0.121
H -3.53088 -2.50529 2.22949 0.048
H -3.33425 -1.45408 3.61737 0.128
H -2.40870 -3.70996 4.16676 0.117
H -1.11060 -2.53800 4.10419 0.115
H -1.72333 -4.80406 2.21170 0.123
H -0.17058 -4.18724 2.71748 0.104
H -2.05747 -3.22565 0.52532 0.042
H -0.34235 -3.53901 0.40574 0.117
H 2.43337 0.84781 2.64753 0.109
H 2.84605 3.25855 2.84743 0.110
H 2.72942 4.71121 0.84688 0.110
H 2.20775 3.73098 -1.36451 0.108
H 1.76930 1.33042 -1.57685 0.091
H 2.35845 -3.75583 1.03914 0.094
H 4.45198 -4.98748 1.37699 0.108
H 6.62554 -3.83130 1.14093 0.110
H 6.69665 -1.43267 0.55302 0.109
H 4.60764 -0.17614 0.21829 0.103
Se -5.75609 -2.62964 0.27274 0.201
Sb -4.78999 -1.32920 -1.61419 -0.296
Se -4.98463 0.95915 -1.01750 0.024
Se -6.01226 -1.83648 -3.71461 0.198
Se -2.43686 -2.08636 -1.90381 0.209
C -2.63566 4.43966 0.89025 -0.054
C -1.66531 3.57355 1.37568 -0.053
C -1.16724 2.56095 0.57066 -0.041
C -1.63419 2.41907 -0.73391 -0.317
C -2.59771 3.29950 -1.22790 -0.103
C -3.09690 4.29980 -0.41377 -0.057
N -1.17656 1.32574 -1.52819 -0.019
C -0.84898 1.54705 -2.83968 -0.270
C -0.75543 0.45619 -3.73138 -0.040
C -0.42569 0.66606 -5.05150 -0.046
C -0.14410 1.95132 -5.51057 -0.041
C -0.17715 3.03354 -4.63028 -0.050
C -0.52119 2.84568 -3.31096 -0.006
H -3.03109 5.22306 1.52426 0.113
H -1.27437 3.69671 2.37705 0.113
H -0.36079 1.93148 0.93254 0.083
H -2.97448 3.16888 -2.23316 0.112
H -3.85999 4.96595 -0.79624 0.118
H -0.98534 -0.53249 -3.37207 -0.001
H -0.38745 -0.17431 -5.73272 0.118
H 0.11780 2.10888 -6.54882 0.115
H 0.08255 4.02452 -4.97976 0.116
H -0.50112 3.67705 -2.62124 0.118
```

Electronic energy ... -11565.72812 Eh
Spin multiplicity ... 5
F_max ... 0.639 eV Å⁻¹
Charge ... +1
E_HOMO (alpha / beta) ... -10.480 / -10.599 eV

***

> Which value of electronic energy does entry 4 give?

-11565.72812 Eh